Molecular formula: C13H21Cl8N
Method: DFT, ωB97M-V/def2-TZVPD

As for the energy: -115482.0299 eV. The highest occupied orbital energy is -8.29 eV. As for the HOMO-LUMO gap: 8.4 eV. The value obtained for the energy above the lowest of the compared OMol25 structures with the same formula, charge and spin is 226.9 kcal/mol.

Last column: Löwdin charge in e.
Atoms and positions in Å:
Cl: 20.2828 10.0385 7.1187  0.599
C: 21.1731 10.0613 5.6481  -0.697
C: 20.2721 10.5200 4.4849  -0.843
Cl: 19.7294 12.1505 4.8346  0.580
H: 21.5160 9.0504 5.4275  0.033
H: 22.1196 10.5948 5.7353  0.085
H: 19.3646 9.9255 4.3802  0.061
H: 20.6837 10.4059 3.4820  -0.107
Cl: 19.4773 5.7302 5.8446  0.698
C: 18.0623 6.6254 5.3759  -0.674
C: 16.9019 5.8793 6.0689  -0.662
Cl: 15.2640 6.5977 5.8994  0.529
H: 18.0903 6.6249 4.2863  -0.071
H: 18.1883 7.6545 5.7121  0.091
H: 17.2389 5.7129 7.0920  0.056
H: 16.8470 4.8308 5.7761  0.062
Cl: 16.9899 7.1733 2.5076  0.787
C: 16.0168 6.3396 1.2238  -0.495
C: 16.6893 5.0068 0.9466  -0.650
Cl: 18.3435 5.1680 0.3008  0.579
H: 16.0151 6.9988 0.3558  0.079
H: 15.0034 6.2844 1.6215  0.080
H: 16.1295 4.5121 0.1528  0.070
H: 16.5869 4.3939 1.8422  0.079
Cl: 19.8607 11.3047 2.5153  0.784
C: 18.5713 10.9682 1.3574  -0.525
C: 17.3195 11.8534 1.6222  -0.620
Cl: 17.5864 13.5855 1.3317  0.546
H: 18.2798 9.9198 1.4196  0.039
H: 19.0314 11.2190 0.4016  0.078
H: 17.0152 11.7200 2.6604  0.068
H: 16.4982 11.6141 0.9468  0.063
N: 21.5314 9.2111 1.9868  0.043
C: 20.2345 9.1545 1.5553  -0.250
C: 19.1761 8.4016 2.1495  -0.219
C: 19.5053 7.7891 3.3017  -0.171
C: 20.8428 7.6836 3.7347  -0.091
C: 21.7804 8.5158 3.1203  -0.167
H: 20.1061 9.6377 0.5980  0.096
H: 18.1573 8.2889 1.8093  -0.048
H: 18.7132 7.1722 3.6999  -0.055
H: 21.0462 6.9676 4.5172  0.043
H: 22.8157 8.3885 3.4004  0.117